This record from OMol25 describes a 9-piece molecular cluster, C39H93N3O15 overall at a distorted geometry. The level of theory is ωB97M-V/def2-TZVPD.

Last column: Löwdin charge in e.
Cartesian coordinates (Å):
1 C 0.175 6.575 1.831  -0.210
2 C 0.362 5.690 0.649  -0.282
3 O 0.094 4.379 1.062  -0.107
4 O -1.257 6.901 1.859  -0.092
5 H 0.720 7.562 1.774  0.131
6 H 0.398 5.960 2.734  0.130
7 H 1.375 5.833 0.234  0.117
8 H -0.280 6.054 -0.157  0.117
9 H -0.856 4.128 0.810  0.076
10 H -1.489 7.259 2.722  0.075
11 C -2.933 0.654 4.811  -0.280
12 C -2.659 1.786 3.865  -0.190
13 O -3.133 1.600 2.510  -0.083
14 O -4.255 0.275 4.824  -0.009
15 H -2.444 0.883 5.707  0.109
16 H -2.302 -0.117 4.410  0.089
17 H -1.562 1.986 3.836  0.125
18 H -3.018 2.784 4.182  0.125
19 H -2.563 2.113 1.932  0.054
20 H -4.401 -0.335 4.104  0.063
21 C 3.428 2.540 0.782  -0.292
22 C 3.216 3.119 2.184  -0.231
23 O 1.913 2.746 2.611  -0.116
24 O 4.511 3.080 0.114  -0.051
25 H 2.583 2.916 0.176  0.106
26 H 3.366 1.464 0.852  0.117
27 H 3.334 4.187 2.115  0.111
28 H 4.012 2.815 2.869  0.122
29 H 1.217 3.250 2.033  0.100
30 H 5.325 2.672 0.487  0.112
31 C -4.049 2.542 -0.897  -0.180
32 C -3.289 3.457 0.006  -0.278
33 O -1.994 3.141 0.243  -0.116
34 O -4.670 1.335 -0.352  -0.097
35 H -3.379 2.161 -1.679  0.131
36 H -4.938 3.046 -1.295  0.127
37 H -3.928 3.528 0.931  0.147
38 H -3.182 4.393 -0.555  0.133
39 H -1.584 2.341 -0.269  0.128
40 H -5.065 1.425 0.543  0.106
41 C 0.570 -0.441 1.148  -0.179
42 C 0.493 0.345 -0.198  -0.187
43 O -0.802 0.766 -0.615  -0.093
44 O 0.248 0.235 2.372  -0.086
45 H 1.642 -0.857 1.255  0.150
46 H -0.090 -1.280 1.170  0.081
47 H 1.031 -0.230 -0.975  0.108
48 H 0.958 1.306 0.003  0.097
49 H -1.458 0.039 -0.677  0.069
50 H 0.813 1.007 2.514  0.064
51 C -3.306 -2.161 0.155  -0.215
52 C -3.250 -1.959 1.657  -0.213
53 O -4.107 -0.896 2.064  -0.085
54 O -3.063 -1.007 -0.623  -0.079
55 H -4.252 -2.532 -0.137  0.106
56 H -2.581 -2.933 -0.168  0.118
57 H -2.268 -1.747 2.061  0.088
58 H -3.651 -2.869 2.159  0.130
59 H -3.565 -0.088 2.226  0.043
60 H -3.596 -0.279 -0.283  0.045
61 C -0.989 -2.254 6.701  -0.001
62 C 0.355 -2.221 5.923  -0.508
63 C 1.355 -3.142 6.572  -0.171
64 C 1.119 -4.619 6.315  -0.195
65 C 0.995 -4.894 4.822  -0.131
66 C 0.006 -4.010 4.069  -0.513
67 N 0.296 -2.606 4.475  -0.034
68 O -0.693 -1.714 3.962  -0.091
69 C 0.071 -4.061 2.618  -0.077
70 C -1.490 -4.505 4.373  0.003
71 C 0.877 -0.774 5.996  -0.025
72 H -1.620 -1.510 6.195  0.074
73 H -0.821 -1.951 7.731  0.089
74 H -1.376 -3.230 6.645  0.038
75 H 2.358 -2.862 6.162  0.127
76 H 1.478 -2.999 7.696  0.142
77 H 0.284 -4.997 6.917  0.106
78 H 1.947 -5.166 6.841  0.123
79 H 0.723 -5.943 4.603  0.125
80 H 2.028 -4.784 4.368  0.137
81 H 1.099 -3.802 2.305  0.098
82 H -0.132 -5.026 2.149  0.090
83 H -0.678 -3.440 2.102  0.071
84 H -1.605 -4.590 5.441  0.053
85 H -2.204 -3.796 3.937  0.072
86 H -1.618 -5.408 3.829  0.066
87 H 1.006 -0.430 7.024  0.092
88 H 0.155 -0.073 5.586  0.069
89 H 1.791 -0.731 5.460  0.073
90 H -0.192 -0.972 3.578  0.048
91 C -0.299 -4.305 -5.174  -0.024
92 C 0.917 -3.589 -4.538  -0.565
93 C 0.452 -2.179 -4.002  -0.130
94 C -0.216 -2.249 -2.631  -0.177
95 C 0.553 -3.083 -1.617  -0.159
96 C 0.747 -4.477 -2.064  -0.478
97 N 1.508 -4.299 -3.458  -0.069
98 O 1.938 -5.582 -3.928  -0.035
99 C 1.828 -5.072 -1.145  -0.037
100 C -0.414 -5.424 -2.145  -0.036
101 C 1.908 -3.270 -5.610  -0.050
102 H -0.798 -3.652 -5.945  0.104
103 H -0.913 -4.617 -4.382  0.014
104 H -0.057 -5.304 -5.634  0.100
105 H 1.332 -1.558 -3.925  0.095
106 H -0.202 -1.543 -4.658  0.131
107 H -1.258 -2.589 -2.782  0.125
108 H -0.209 -1.190 -2.340  0.086
109 H -0.083 -3.101 -0.721  0.114
110 H 1.519 -2.543 -1.443  0.139
111 H 1.553 -5.015 -0.124  0.056
112 H 1.908 -6.144 -1.375  0.081
113 H 2.816 -4.634 -1.366  0.097
114 H -0.121 -6.463 -2.462  0.105
115 H -0.857 -5.735 -1.171  0.095
116 H -1.199 -5.012 -2.811  0.069
117 H 2.365 -4.209 -6.019  0.096
118 H 2.735 -2.765 -5.149  0.076
119 H 1.400 -2.667 -6.360  0.091
120 H 2.862 -5.418 -4.166  0.103
121 C 0.658 1.423 -5.207  -0.023
122 C 1.821 2.405 -5.092  -0.540
123 C 1.835 3.362 -6.321  -0.118
124 C 0.744 4.456 -6.301  -0.140
125 C 0.697 5.136 -4.890  -0.141
126 C 0.802 4.259 -3.657  -0.466
127 N 1.940 3.232 -3.884  -0.050
128 O 1.841 2.358 -2.726  -0.083
129 C 1.370 5.112 -2.499  -0.037
130 C -0.590 3.689 -3.253  -0.012
131 C 3.115 1.612 -5.108  -0.050
132 H -0.188 1.925 -5.629  0.061
133 H 0.352 1.101 -4.198  0.084
134 H 0.938 0.624 -5.870  0.080
135 H 2.834 3.798 -6.255  0.119
136 H 1.768 2.767 -7.203  0.107
137 H -0.217 4.119 -6.555  0.080
138 H 1.027 5.332 -6.920  0.115
139 H -0.188 5.750 -4.788  0.116
140 H 1.573 5.828 -4.777  0.119
141 H 0.652 5.905 -2.220  0.084
142 H 1.643 4.630 -1.606  0.040
143 H 2.240 5.653 -2.918  0.092
144 H -1.178 3.343 -4.120  0.086
145 H -0.353 2.877 -2.585  0.057
146 H -1.121 4.453 -2.718  0.071
147 H 3.435 1.234 -6.084  0.093
148 H 3.049 0.817 -4.356  0.079
149 H 3.897 2.268 -4.747  0.082
150 H 2.802 2.191 -2.471  0.132

Calculated values
* structure (SMILES): CC1(C)CCCC(C)(C)N1O.CC1(C)CCCC(C)(C)N1O.CC1(C)CCCC(C)(C)N1O.OCCO.OCCO.OCCO.OCCO.OCCO.OCCO
* HOMO level: -8.367 eV
* net charge: 0
* relative energy (zero: lowest compared OMol25 entry of this formula, charge and spin): 0.0 kJ/mol
* LUMO energy: 0.4 eV
* E: -2834.35775 a.u.